Below is a 2-piece molecular cluster, C4H5F2N2 overall in a non-equilibrium geometry, with properties calculated with ωB97M-V with the def2-TZVPD basis set.

frontier orbital gap (alpha / beta)	9.41 / 9.28	eV
ΔE to the lowest compared entry with this formula, charge and spin	57.4	kcal/mol
charge	+1
LUMO (alpha / beta)	-0.186 / -0.156	Eh
F_max	4.7	eV/Å

```
13
Properties=species:S:1:pos:R:3:forces:R:3:lowdin_charge:R:1
C 1.034 0.709 0.863 -0.67 0.98 -1.03 0.024
C -0.293 1.110 0.643 3.69 -2.87 0.18 0.055
C -0.148 -1.070 0.274 1.54 -2.07 0.82 -0.007
C -2.357 -0.012 -0.126 0.13 -1.57 -1.35 -0.357
N 1.070 -0.653 0.636 -1.89 1.49 -0.24 0.114
N -0.984 -0.029 0.283 -0.80 0.25 0.21 0.051
F -3.011 1.105 -0.047 0.45 0.00 0.64 0.199
F -3.011 -1.090 0.254 0.10 0.53 0.27 0.155
H 1.978 1.284 0.840 -0.96 -0.29 0.75 0.155
H -0.774 1.992 0.801 -1.09 2.41 0.05 0.112
H -0.168 -2.184 0.211 -1.47 1.24 -0.44 0.197
H -2.691 -0.808 -2.651 0.09 0.13 0.26 0.130
H 1.767 -1.305 0.920 0.86 -0.23 -0.12 0.174
```
Forces are in eV/Å.